Record 1
Molecular formula: C18H54O9
Method: DFT, ωB97M-V/def2-TZVPD

Last columns: bonded neighbours and bond lengths (Å).
Cartesian coordinates (Å):
1 C -2.259 -3.228 -2.994  C2 1.565, H4 1.090, H5 1.090, H6 1.090
2 C -3.167 -4.452 -2.638  C1 1.565, O3 1.338, H7 1.090, H8 1.090
3 O -4.457 -4.128 -2.495  C2 1.338, H9 0.960
4 H -2.546 -2.790 -3.950  C1 1.090
5 H -1.201 -3.477 -3.068  C1 1.090
6 H -2.345 -2.358 -2.343  C1 1.090
7 H -2.634 -5.163 -2.006  C2 1.090
8 H -3.099 -5.115 -3.501  C2 1.090
9 H -4.551 -3.610 -1.693  O3 0.960
10 C -2.429 1.466 -4.048  C11 1.544, H13 1.090, H14 1.090, H15 1.090
11 C -3.477 2.515 -3.618  C10 1.544, O12 1.363, H16 1.090, H17 1.090
12 O -4.663 2.218 -4.220  C11 1.363, H18 0.960
13 H -1.459 1.961 -4.018  C10 1.090
14 H -2.601 1.057 -5.044  C10 1.090
15 H -2.395 0.634 -3.345  C10 1.090
16 H -3.217 3.564 -3.758  C11 1.090
17 H -3.659 2.441 -2.546  C11 1.090
18 H -4.806 3.059 -4.660  O12 0.960
19 C -1.367 -4.320 1.008  C20 1.558, H22 1.090, H23 1.090, H24 1.090
20 C -2.635 -5.174 1.305  C19 1.558, O21 1.407, H25 1.090, H26 1.090
21 O -3.530 -4.281 1.921  C20 1.407, H27 0.960
22 H -1.469 -3.496 0.302  C19 1.090
23 H -0.518 -4.965 0.780  C19 1.090
24 H -0.993 -3.783 1.879  C19 1.090
25 H -2.396 -6.092 1.843  C20 1.090
26 H -3.080 -5.333 0.323  C20 1.090
27 H -2.974 -3.911 2.611  O21 0.960
28 C -2.260 2.362 2.555  C29 1.511, H31 1.090, H32 1.090, H33 1.090
29 C -1.163 3.272 3.058  C28 1.511, O30 1.361, H34 1.090, H35 1.090
30 O 0.041 2.669 2.857  C29 1.361, H36 0.960
31 H -3.247 2.695 2.876  C28 1.090
32 H -2.155 1.338 2.913  C28 1.090
33 H -2.356 2.294 1.471  C28 1.090
34 H -1.350 3.380 4.126  C29 1.090
35 H -1.271 4.286 2.675  C29 1.090
36 H 0.639 3.125 3.454  O30 0.960
37 C 0.158 -0.365 5.104  C38 1.537, H40 1.090, H41 1.090, H42 1.090
38 C -0.602 0.789 5.777  C37 1.537, O39 1.435, H43 1.090, H44 1.090
39 O 0.483 1.578 6.286  C38 1.435, H45 0.960
40 H -0.551 -1.191 5.155  C37 1.090
41 H 1.098 -0.645 5.580  C37 1.090
42 H 0.341 -0.013 4.089  C37 1.090
43 H -1.199 0.441 6.620  C38 1.090
44 H -1.133 1.359 5.015  C38 1.090
45 H 0.775 2.128 5.556  O39 0.960
46 C 0.446 -0.801 -0.984  C47 1.546, H49 1.090, H50 1.090, H51 1.090
47 C 0.916 0.158 0.134  C46 1.546, O48 1.351, H52 1.090, H53 1.090
48 O -0.134 0.265 0.978  C47 1.351, H54 0.960
49 H -0.088 -0.155 -1.680  C46 1.090
50 H -0.208 -1.646 -0.771  C46 1.090
51 H 1.382 -1.051 -1.484  C46 1.090
52 H 1.020 1.165 -0.269  C47 1.090
53 H 1.835 -0.165 0.624  C47 1.090
54 H -0.029 0.966 1.625  O48 0.960
55 C 3.019 1.868 3.071  C56 1.542, H58 1.090, H59 1.090, H60 1.090
56 C 2.960 2.544 4.456  C55 1.542, O57 1.449, H61 1.090, H62 1.090
57 O 1.873 3.498 4.551  C56 1.449, H63 0.960
58 H 3.544 0.917 3.168  C55 1.090
59 H 3.586 2.524 2.410  C55 1.090
60 H 2.053 1.551 2.679  C55 1.090
61 H 3.922 3.032 4.612  C56 1.090
62 H 2.776 1.838 5.265  C56 1.090
63 H 2.221 4.380 4.396  O57 0.960
64 C 0.360 -0.979 -5.518  C65 1.549, H67 1.090, H68 1.090, H69 1.090
65 C 1.712 -1.692 -5.772  C64 1.549, O66 1.366, H70 1.090, H71 1.090
66 O 2.580 -1.023 -6.588  C65 1.366, H72 0.960
67 H 0.439 0.100 -5.650  C64 1.090
68 H 0.092 -1.194 -4.483  C64 1.090
69 H -0.428 -1.345 -6.177  C64 1.090
70 H 1.395 -2.701 -6.034  C65 1.090
71 H 2.222 -1.856 -4.822  C65 1.090
72 H 3.328 -1.602 -6.751  O66 0.960
73 C 4.603 3.043 -0.996  C74 1.538, H76 1.090, H77 1.090, H78 1.090
74 C 4.931 1.547 -0.850  C73 1.538, O75 1.376, H79 1.090, H80 1.090
75 O 6.291 1.343 -0.874  C74 1.376, H81 0.960
76 H 3.515 3.098 -0.956  C73 1.090
77 H 5.072 3.468 -1.883  C73 1.090
78 H 4.958 3.664 -0.174  C73 1.090
79 H 4.544 1.060 -1.745  C74 1.090
80 H 4.509 1.029 0.012  C74 1.090
81 H 6.461 0.412 -0.717  O75 0.960

Charge: 0
Kohn-Sham gap (eV): 9.998
Molar mass (g mol⁻¹): 414.62
ΔE to the lowest compared entry with this formula, charge and spin (kJ/mol): 549.5
SMILES string: CCO.CCO.CCO.CCO.CCO.CCO.CCO.CCO.CCO

Löwdin population analysis, charges in e, atoms 1 to 5: atom 1 (C): -0.079, atom 2 (C): -0.386, atom 3 (O): -0.021, atom 4 (H): 0.065, atom 5 (H): 0.066

Record 2
Molecular formula: C18H54O9S3
Method: DFT, ωB97M-V/def2-TZVPD

Last columns: bonded neighbours and bond lengths (Å).
Cartesian coordinates (Å):
1 C 33.498 44.777 3.702  C2 1.464, H4 0.991, H5 1.077, H6 1.202
2 C 34.674 44.813 4.573  C1 1.464, O3 1.360, H7 1.035, H8 1.105
3 O 35.150 46.087 4.555  C2 1.360, H9 0.927
4 H 32.859 45.521 3.847  C1 0.991
5 H 33.094 43.789 3.555  C1 1.077
6 H 34.153 44.799 2.694  C1 1.202
7 H 35.436 44.170 4.294  C2 1.035
8 H 34.320 44.466 5.561  C2 1.105
9 H 35.635 46.265 5.325  O3 0.927
10 C 31.120 40.399 3.352  C11 1.481, H13 1.122, H14 0.975, H15 0.978
11 C 32.601 40.373 3.378  C10 1.481, O12 1.442, H16 1.076, H17 1.110
12 O 33.013 40.649 4.732  C11 1.442, H18 0.998
13 H 30.917 41.494 3.488  C10 1.122
14 H 30.847 39.731 4.008  C10 0.975
15 H 30.868 40.223 2.424  C10 0.978
16 H 32.967 41.062 2.637  C11 1.076
17 H 33.193 39.434 3.392  C11 1.110
18 H 33.760 40.008 4.894  O12 0.998
19 C 37.785 46.824 0.651  C20 1.562, H22 1.048, H23 1.157, H24 1.048
20 C 37.363 47.915 -0.384  C19 1.562, O21 1.346, H25 0.996, H26 1.134
21 O 36.220 47.654 -1.046  C20 1.346, H27 1.037
22 H 37.036 46.764 1.381  C19 1.048
23 H 38.791 47.243 1.039  C19 1.157
24 H 38.084 45.866 0.350  C19 1.048
25 H 37.991 47.915 -1.157  C20 0.996
26 H 37.002 48.795 0.233  C20 1.134
27 H 35.553 48.419 -0.834  O21 1.037
28 C 35.553 37.877 0.066  C29 1.543, H31 1.227, H32 0.973, H33 1.087
29 C 36.244 37.599 1.417  C28 1.543, O30 1.436, H34 1.023, H35 1.150
30 O 35.680 36.381 1.926  C29 1.436, H36 0.964
31 H 36.086 38.801 -0.541  C28 1.227
32 H 34.747 38.401 0.216  C28 0.973
33 H 35.465 37.016 -0.591  C28 1.087
34 H 35.987 38.435 1.947  C29 1.023
35 H 37.392 37.577 1.353  C29 1.150
36 H 35.763 36.247 2.877  O30 0.964
37 C 35.442 43.136 0.836  C38 1.522, H40 0.945, H41 1.232, H42 0.969
38 C 35.898 41.733 0.461  C37 1.522, O39 1.463, H43 1.054, H44 1.117
39 O 35.522 41.510 -0.935  C38 1.463, H45 0.920
40 H 36.061 43.703 0.402  C37 0.945
41 H 35.749 43.349 2.010  C37 1.232
42 H 34.546 43.407 0.584  C37 0.969
43 H 35.405 40.989 1.022  C38 1.054
44 H 37.011 41.798 0.532  C38 1.117
45 H 36.306 41.403 -1.404  O39 0.920
46 C 39.713 38.345 2.135  C47 1.492, H49 0.974, H50 1.085, H51 1.073
47 C 39.902 39.789 2.458  C46 1.492, O48 1.423, H52 1.190, H53 1.132
48 O 40.603 39.886 3.693  C47 1.423, H54 1.032
49 H 40.520 37.806 2.222  C46 0.974
50 H 39.565 38.377 1.061  C46 1.085
51 H 38.942 37.881 2.719  C46 1.073
52 H 38.926 40.467 2.406  C47 1.190
53 H 40.444 40.359 1.644  C47 1.132
54 H 40.795 40.832 4.058  O48 1.032
55 C 39.013 38.635 -1.238  S56 1.847, H59 1.095, H60 1.075, H61 1.176
56 S 37.949 39.464 -2.500  C55 1.847, O57 1.500, C58 1.834
57 O 37.337 40.676 -1.863  S56 1.500
58 C 39.174 39.920 -3.787  S56 1.834, H62 1.041, H63 1.131, H64 1.112
59 H 39.564 37.892 -1.824  C55 1.095
60 H 38.332 37.945 -0.774  C55 1.075
61 H 39.641 39.348 -0.545  C55 1.176
62 H 39.518 39.065 -4.271  C58 1.041
63 H 39.978 40.295 -3.085  C58 1.131
64 H 38.726 40.560 -4.578  C58 1.112
65 C 34.959 44.576 -2.840  S66 1.756, H69 1.203, H70 1.008, H71 1.072
66 S 35.908 43.139 -3.182  C65 1.756, O67 1.455, C68 1.764
67 O 35.684 42.845 -4.589  S66 1.455
68 C 37.509 43.863 -3.027  S66 1.764, H72 1.009, H73 1.103, H74 1.077
69 H 33.982 44.561 -3.541  C65 1.203
70 H 35.245 45.492 -3.150  C65 1.008
71 H 34.696 44.809 -1.827  C65 1.072
72 H 37.791 43.942 -2.061  C68 1.009
73 H 37.579 44.796 -3.611  C68 1.103
74 H 38.230 43.104 -3.280  C68 1.077
75 C 38.611 43.991 3.510  S76 1.715, H79 1.141, H80 1.072, H81 1.115
76 S 40.241 43.825 4.018  C75 1.715, O77 1.507, C78 1.745
77 O 40.397 42.369 4.375  S76 1.507
78 C 41.102 44.046 2.516  S76 1.745, H82 1.149, H83 1.062, H84 1.086
79 H 38.030 43.748 4.461  C75 1.141
80 H 38.283 43.400 2.678  C75 1.072
81 H 38.384 45.045 3.225  C75 1.115
82 H 41.113 45.171 2.285  C78 1.149
83 H 40.584 43.466 1.792  C78 1.062
84 H 42.062 43.636 2.814  C78 1.086

Charge: 0
Kohn-Sham gap (eV): 8.115
Molar mass (g mol⁻¹): 510.82
ΔE to the lowest compared entry with this formula, charge and spin (kJ/mol): 0.0

Löwdin population analysis, charges in e, atoms 1 to 5: atom 1 (C): -0.056, atom 2 (C): -0.407, atom 3 (O): -0.029, atom 4 (H): 0.034, atom 5 (H): 0.070

Record 3
Molecular formula: C18H54O9S8
Method: DFT, ωB97M-V/def2-TZVPD

Last columns: bonded neighbours and bond lengths (Å).
Cartesian coordinates (Å):
1 C -1.026 2.307 -4.461  C2 1.496, H4 1.002, H5 1.136, H6 1.152
2 C -2.378 1.690 -4.632  C1 1.496, O3 1.455, H7 1.086, H8 1.056
3 O -2.799 0.891 -3.491  C2 1.455, H9 1.000
4 H -0.563 2.749 -5.233  C1 1.002
5 H -0.436 1.624 -3.772  C1 1.136
6 H -0.993 3.224 -3.766  C1 1.152
7 H -2.465 1.123 -5.554  C2 1.086
8 H -3.187 2.334 -4.843  C2 1.056
9 H -3.092 0.017 -3.880  O3 1.000
10 C -3.037 -2.825 -2.233  S11 1.791, H14 1.042, H15 1.206, H16 1.229
11 S -3.419 -2.771 -3.982  C10 1.791, O12 1.566, C13 1.734
12 O -3.793 -1.283 -4.296  S11 1.566
13 C -1.794 -2.924 -4.567  S11 1.734, H17 1.075, H18 1.106, H19 1.092
14 H -2.302 -3.558 -2.140  C10 1.042
15 H -4.079 -2.999 -1.651  C10 1.206
16 H -2.588 -1.699 -2.029  C10 1.229
17 H -1.256 -2.183 -4.004  C13 1.075
18 H -1.827 -3.320 -5.600  C13 1.106
19 H -1.308 -3.710 -3.985  C13 1.092
20 C 3.665 -4.012 1.310  S21 1.700, H24 1.071, H25 1.059, H26 1.020
21 S 2.365 -4.077 0.217  C20 1.700, O22 1.551, C23 1.773
22 O 2.350 -5.544 -0.287  S21 1.551
23 C 1.082 -4.258 1.427  S21 1.773, H27 1.149, H28 1.189, H29 1.039
24 H 3.864 -4.962 1.763  C20 1.071
25 H 3.651 -3.165 1.945  C20 1.059
26 H 4.385 -3.980 0.588  C20 1.020
27 H 0.883 -3.193 1.807  C23 1.149
28 H 1.398 -4.880 2.390  C23 1.189
29 H 0.210 -4.393 0.879  C23 1.039
30 C 0.042 0.931 1.011  S31 1.774, H34 1.045, H35 0.868, H36 1.145
31 S 0.789 -0.400 0.106  C30 1.774, O32 1.536, C33 1.761
32 O -0.133 -1.593 0.403  S31 1.536
33 C 0.320 0.322 -1.430  S31 1.761, H37 1.065, H38 1.168, H39 0.931
34 H -0.977 0.703 1.024  C30 1.045
35 H 0.460 1.605 0.658  C30 0.868
36 H 0.280 0.978 2.130  C30 1.145
37 H 0.613 1.339 -1.553  C33 1.065
38 H -0.835 0.456 -1.325  C33 1.168
39 H 0.730 -0.089 -2.158  C33 0.931
40 C 3.555 -1.908 -4.572  S41 1.833, H44 1.125, H45 1.104, H46 1.218
41 S 3.634 -3.158 -3.233  C40 1.833, O42 1.533, C43 1.802
42 O 3.755 -2.266 -1.992  S41 1.533
43 C 1.886 -3.592 -3.258  S41 1.802, H47 1.078, H48 1.063, H49 1.089
44 H 3.540 -2.374 -5.596  C40 1.125
45 H 4.404 -1.212 -4.690  C40 1.104
46 H 2.792 -0.960 -4.594  C40 1.218
47 H 1.177 -2.787 -3.369  C43 1.078
48 H 1.726 -4.405 -2.591  C43 1.063
49 H 1.888 -4.250 -4.126  C43 1.089
50 C 4.274 3.411 2.453  S51 1.717, H54 1.125, H55 1.180, H56 0.978
51 S 2.824 2.584 2.856  C50 1.717, O52 1.518, C53 1.771
52 O 3.150 1.170 2.412  S51 1.518
53 C 2.985 2.622 4.619  S51 1.771, H57 0.995, H58 1.102, H59 1.145
54 H 4.416 3.486 1.340  C50 1.125
55 H 5.017 2.560 2.795  C50 1.180
56 H 4.278 4.365 2.669  C50 0.978
57 H 2.272 2.057 5.022  C53 0.995
58 H 2.911 3.586 5.148  C53 1.102
59 H 3.885 2.050 5.036  C53 1.145
60 C -3.415 -1.270 1.630  S61 1.776, H64 1.108, H65 1.172, H66 1.037
61 S -4.893 -0.383 1.201  C60 1.776, O62 1.566, C63 1.704
62 O -5.081 0.582 2.420  S61 1.566
63 C -4.296 0.556 -0.090  S61 1.704, H67 1.028, H68 1.198, H69 1.071
64 H -3.626 -2.099 2.335  C60 1.108
65 H -2.462 -0.655 1.924  C60 1.172
66 H -3.094 -1.855 0.836  C60 1.037
67 H -3.825 0.025 -0.834  C63 1.028
68 H -3.525 1.319 0.417  C63 1.198
69 H -5.096 1.128 -0.514  C63 1.071
70 C -2.002 0.755 6.358  S71 1.778, H74 1.031, H75 1.029, H76 1.112
71 S -0.363 0.525 5.709  C70 1.778, O72 1.560, C73 1.752
72 O 0.256 -0.252 6.911  S71 1.560
73 C -0.704 -0.656 4.461  S71 1.752, H77 1.046, H78 1.136, H79 1.104
74 H -2.446 -0.088 6.750  C70 1.031
75 H -2.613 1.087 5.601  C70 1.029
76 H -1.682 1.486 7.133  C70 1.112
77 H -1.177 -0.178 3.659  C73 1.046
78 H -1.241 -1.634 4.675  C73 1.136
79 H 0.260 -1.185 4.368  C73 1.104
80 C 0.921 6.344 0.546  S81 1.757, H84 1.026, H85 1.144, H86 1.029
81 S 1.039 5.041 -0.626  C80 1.757, O82 1.515, C83 1.741
82 O 2.295 4.282 -0.252  S81 1.515
83 C -0.400 4.179 -0.159  S81 1.741, H87 1.098, H88 1.212, H89 1.182
84 H 1.343 7.226 0.235  C80 1.026
85 H 1.172 5.949 1.591  C80 1.144
86 H -0.032 6.729 0.503  C80 1.029
87 H -0.556 3.289 -0.783  C83 1.098
88 H -1.443 4.759 0.050  C83 1.212
89 H -0.483 3.539 0.831  C83 1.182

Charge: 0
Kohn-Sham gap (eV): 8.711
Molar mass (g mol⁻¹): 671.16
ΔE to the lowest compared entry with this formula, charge and spin (kJ/mol): 117.3

Löwdin population analysis, charges in e, atoms 1 to 5: atom 1 (C): -0.073, atom 2 (C): -0.307, atom 3 (O): -0.147, atom 4 (H): 0.019, atom 5 (H): 0.075